No. 1
Below is C47H55N3O2P2Pt as an isolated structure, with properties calculated with ωB97M-V/def2-TZVPD.

Its multiplicity is 3. The expectation value of S² is 2.020. Its molar mass is 951.00 Da. Its LUMO energy (spin up / spin down) is 0.247 / 0.249 eV. The value obtained for the frontier orbital gap (spin up / spin down) is 3.31 / 7.08 eV. The value obtained for the energy above the lowest of the compared OMol25 structures with the same formula, charge and spin is 6.9 kcal/mol. As for the net charge: 0.

```
110
C47H55N3O2P2Pt, DFT ωB97M-V/def2-TZVPD
H 1.9655 -6.5072 -4.8392
H 5.2057 2.2824 -6.3407
H 1.8415 -4.9517 -0.2455
C -1.3560 1.2063 3.2643
H -5.5934 -3.0613 2.7721
H 2.2786 2.2979 -0.3033
H 3.8271 1.1973 -6.1872
C -2.9007 -1.2423 3.7185
C 1.6014 -2.9766 -2.9968
C 4.5651 1.7674 -5.6229
H -0.3530 1.5330 3.5410
H 0.2346 0.4225 5.3670
C 2.3204 1.9446 -1.3266
O -1.2205 -1.0316 1.5998
C 1.6204 -4.1088 -0.8884
C -3.7795 -1.9274 2.8844
N 1.5139 0.9232 -1.6151
C -4.9044 -2.5331 3.4183
H -6.5510 1.0707 1.9321
C 2.3421 -5.4313 -2.9908
H 2.1359 -0.5752 6.5618
C 3.8808 -5.4018 -3.0533
H 1.8147 -2.8880 -4.0542
C -2.5200 4.2397 3.2588
C -0.0109 -1.2525 4.0338
H -0.0522 -3.0662 2.9014
H 4.3058 -5.4751 -2.0505
H -2.4103 0.5124 -0.7323
C 1.6590 -1.1239 5.7597
H -3.5662 -1.9723 1.8228
H 5.1810 1.0703 -5.0529
C 2.3358 0.9995 -3.8508
C 1.8444 -4.1752 -2.2895
C 2.8950 3.6283 -5.5079
N 0.7749 -0.7102 -3.1478
H 2.1527 -7.5810 -2.8355
H -3.0591 5.9796 4.3826
H 0.8220 -6.6859 -2.0774
H -2.0913 6.6462 0.2682
H 2.2789 -4.7913 -5.0829
H 0.2147 -1.9053 -5.5232
C -1.0420 0.8226 -3.8079
C -0.4826 -0.5987 -3.9392
H -4.5783 -0.3629 -1.5871
C 3.9003 2.7965 -4.6959
C 3.1368 2.1024 -3.5791
C -2.2125 5.9715 1.1053
H 0.9240 -2.9236 0.7482
C 1.9008 -6.6968 -2.2443
C -4.5375 0.1484 -0.6337
C -2.1145 3.7440 2.0229
H 5.5298 4.1851 -4.9805
H 3.7675 3.3703 -1.9398
C -3.1477 -1.1786 5.0904
H 2.9709 -2.8101 5.9283
C 1.5047 -3.0922 4.3859
H -4.4030 1.9763 2.7666
H 2.4330 4.3949 -4.8832
C 4.9944 3.7198 -4.1519
H -1.1536 1.0819 -2.7527
H -2.4675 -1.4604 -3.8864
H 5.7145 3.1538 -3.5579
H -2.0182 0.8839 -4.2928
H 3.4004 4.1161 -6.3441
C -5.6929 0.2986 0.1226
C 3.1357 2.5538 -2.2577
H 2.3127 0.5528 -4.8337
C -0.2247 -0.9126 -5.4179
C 2.1246 -2.3822 5.4074
C 0.4392 -2.5322 3.7061
C 1.0701 -1.8716 -2.3788
N 0.7858 -1.8583 -1.0336
C -5.6483 0.9525 1.3464
H -6.6337 -0.0928 -0.2437
C -1.9687 4.6197 0.9456
Pt 0.0892 -0.0552 -0.1929
H -2.4473 -0.6592 5.7361
C 1.5477 0.4227 -2.8616
H 1.8594 -4.0794 4.1216
C 1.7908 -5.5113 -4.4243
H -4.4616 -1.7474 6.6834
H -0.3802 1.5543 -4.2752
C -2.6067 6.4628 2.3444
C -1.5094 -1.5854 -3.3765
P -1.3643 -0.6237 3.0205
H 0.4506 -0.1768 -5.8578
H 2.1038 2.9912 -5.9065
C -4.4479 1.4578 1.8141
H -1.6400 -1.4050 -2.3077
P -1.7369 2.0170 1.6664
H 0.7168 -5.3168 -4.4306
H 4.2617 -6.2390 -3.6494
H -1.1641 -0.8929 -5.9765
C -2.7586 5.5958 3.4161
C 1.1172 -2.9743 -0.3160
C -4.2698 -1.7898 5.6189
H 2.4028 -6.7967 -1.2809
H 4.2234 -4.4689 -3.5039
H -2.0647 1.4880 4.0447
C -5.1477 -2.4718 4.7842
O -0.5671 1.9428 0.7392
H -2.6457 3.5748 4.1048
C -3.2826 1.2952 1.0644
H -1.6495 4.2222 -0.0104
H 4.5795 4.5192 -3.5370
C 0.5901 -0.5603 5.0817
C -3.3335 0.6510 -0.1689
H -6.0176 -2.9615 5.2018
H -1.1753 -2.6140 -3.5079
H -2.7938 7.5207 2.4730
```

Here are the Mulliken charges for atoms 1 to 5, given in e: H 0.464; H 0.475; H 0.263; C -0.968; H 0.426


No. 2
Below is C47H58Br4FN6O5P4SiY as an isolated structure, with properties calculated with ωB97M-V/def2-TZVPD.

Its molar mass is 1366.52 Da. Its LUMO energy is 0.191 eV. The value obtained for the frontier orbital gap is 6.89 eV. The value obtained for the energy above the lowest of the compared OMol25 structures with the same formula, charge and spin is 40.7 kcal/mol. As for the net charge: 0.

```
127
C47H58Br4FN6O5P4SiY, DFT ωB97M-V/def2-TZVPD
H -7.3857 -2.3351 -1.8172
C -1.9537 -0.6774 3.9507
F 1.3371 1.8801 -0.9417
H -4.2883 2.9876 -2.5510
C 0.0433 -2.4886 3.4413
C 0.0290 -3.6426 -5.8048
C -1.3501 -0.1570 5.0911
H 0.8675 -4.3357 -5.6679
H -1.4652 -4.0262 3.5391
H -4.4590 1.2690 -2.2646
P -0.0913 -2.0907 -3.5770
C -2.3208 -6.2775 0.2715
C -3.4698 0.9348 0.8089
H -4.4134 1.1527 1.3016
C -1.3017 3.9053 -2.4355
H -0.8250 -7.7761 -0.0186
H 4.4449 0.7328 -2.5720
H -0.0939 -5.5585 4.8466
H -2.3744 3.9721 -2.4675
H -4.1104 0.5121 6.9202
C -4.4017 2.2374 -1.7762
H 1.1908 0.0115 -6.1511
H 3.8781 -2.6484 -3.9584
C 1.3833 -0.4521 -5.1796
C 0.3129 -4.6010 4.5553
P -0.9349 -1.2224 2.5310
H -2.8456 4.8091 -0.2045
H 3.3286 0.4178 -1.2275
C -3.0234 3.9681 0.4591
H 3.0509 -4.4295 -2.4479
C -5.3220 -2.0955 -2.3445
Br 4.3409 -0.0819 2.3131
N -2.1190 -2.1595 1.7130
C 1.9117 2.7707 4.1433
H -1.8018 -4.1038 -3.0405
C 2.8932 1.0496 2.7914
C -3.7373 -2.2519 -0.5369
H -5.1915 -0.3419 4.8663
H -6.9036 -2.7015 0.5740
H 1.4273 5.5574 -3.5817
Y -0.2847 0.2175 0.0142
C -2.1258 0.2699 6.1532
C 2.6712 -2.9261 0.5246
C -4.7946 -2.4671 0.3448
N -1.4294 1.8689 -1.0668
C -0.0679 -5.8058 -0.3941
H 0.3882 -2.7293 -6.2711
H 2.1801 -4.9211 5.5482
H -5.5265 -1.9496 -3.3946
Br 4.6179 2.1302 4.7934
C -6.3658 -2.3175 -1.4623
O 1.5630 -0.0508 1.1654
P -1.9764 -2.1995 0.0061
P 2.1664 -1.8460 -1.9024
Br -0.8031 3.6708 3.8304
H 4.9160 -0.3771 -1.2647
C -1.0459 -6.7200 -0.0418
H -2.7092 0.8590 1.5840
H 0.9252 -6.1514 -0.6417
C -4.0165 -2.0674 -1.8875
H -0.2722 -0.0825 5.1493
C -0.6481 0.4298 -4.2010
O 1.4400 -2.5929 -3.1509
C -1.6379 -4.0063 -0.1216
H -0.5988 -5.2469 -3.6720
C -0.3616 -4.4531 -0.4269
C -3.3405 -0.7209 3.8750
H -1.4932 0.1477 -3.5782
H 3.0419 -5.1336 -0.8209
H -3.6230 -4.6016 0.4577
H -1.0471 5.6579 -3.6053
H 1.9680 0.2456 -4.5712
H -3.8146 -1.0703 2.9713
C 0.8410 4.8096 -3.0730
H -0.7013 -4.1164 -6.4664
H 1.7342 -1.1897 3.5234
H -4.6030 -2.5866 1.4020
C -3.5073 0.1891 6.0848
C 0.6794 2.8663 -1.7114
H 4.8653 -1.1938 -4.1598
N 2.5270 -3.1356 -0.9057
C 1.3386 -2.1488 3.8178
N 0.1177 -0.7586 -4.5414
H 3.1142 -2.7377 4.8520
C 4.4070 -1.8608 -3.4299
H 2.5343 3.7214 -2.2965
H -0.0365 1.1558 -3.6527
H -2.2451 3.9798 1.2167
C -1.2966 -4.4458 -3.9405
C 3.3022 -4.2492 -1.4053
C -4.1134 -0.2980 4.9392
O -0.9707 -1.8895 -2.4206
H 3.7215 -2.9341 0.8295
C 0.6031 1.7293 2.3739
O -0.4825 1.5890 1.6604
H 1.9624 -1.3617 -5.3213
H -3.0880 -6.9858 0.5496
C 4.0800 -0.0254 -1.8769
H -3.9705 4.1370 0.9629
H 4.3809 -4.0829 -1.3088
C -0.4609 -3.7303 3.8093
H 0.3911 -3.7340 -0.7077
C 0.7303 2.6429 3.4129
C -0.5461 4.8552 -3.0845
H 2.2346 -1.9655 0.7951
N 3.4653 -1.0973 -2.6415
H -3.5791 -0.0262 0.3139
H -2.4931 -2.9784 2.1881
Br 2.0117 3.9864 5.5866
C -6.0977 -2.5092 -0.1182
H 2.1472 -3.7237 1.0603
C 2.1126 -3.0188 4.5628
C 1.5946 -4.2449 4.9414
H -5.3541 2.4190 -1.2901
C 1.4596 3.7919 -2.3649
H -1.0128 0.8955 -5.1204
C 1.7157 0.8731 2.0800
H 5.2030 -2.2979 -2.8198
C -2.6177 -4.9290 0.2316
N -0.6279 -3.3184 -4.5583
Si -3.0057 2.2858 -0.4570
H -3.2042 -1.8935 -2.5751
C -0.7264 2.8390 -1.7096
H -2.0335 -4.8443 -4.6417
C 3.0047 1.9836 3.8204
O 1.2528 -0.8554 -1.3195
H -1.6547 0.6744 7.0363
```

Here are the Mulliken charges for atoms 1 to 5, given in e: H 0.392; C 0.974; F 0.338; H 0.421; C 0.951


No. 3
Below is C47H58GeN4O3PPrSSbSe as an isolated structure, with properties calculated with ωB97M-V/def2-TZVPD.

Its multiplicity is 3. The expectation value of S² is 2.003. Its molar mass is 1204.29 Da. Its LUMO energy (spin up / spin down) is -7.519 / -7.508 eV. The value obtained for the frontier orbital gap (spin up / spin down) is 7.42 / 7.43 eV. The value obtained for the energy above the lowest of the compared OMol25 structures with the same formula, charge and spin is 0.0 kcal/mol. As for the net charge: +3.

```
118
C47H58GeN4O3PPrSSbSe, DFT ωB97M-V/def2-TZVPD
C -4.5118 2.9991 0.4302
Ge -3.9150 -3.4316 -0.4750
H -5.6514 1.6673 -4.7461
C 3.2046 4.1300 5.0288
C -2.3793 -0.2889 -3.9239
C -5.7947 -2.8916 -0.6503
C -1.1576 -3.5213 2.7874
H -5.9938 -2.1443 0.1640
C -3.2494 1.3110 5.5211
C 1.3706 2.7833 -4.6883
H 4.7197 -4.4929 -2.8653
H 3.3606 -3.6210 -3.5059
H 6.9362 -0.4075 3.1576
C -4.7711 1.0779 -4.5486
H 3.7376 -1.3526 -2.2995
N 5.0367 -0.2907 -1.0013
H 2.3893 -3.2575 -1.3446
C -1.8168 2.1850 3.7202
H 5.4388 -3.0292 -1.3246
H 0.0187 5.0552 4.4550
H 0.5975 -6.5949 -3.9913
H -1.4819 -0.8738 -3.6781
S 0.8142 2.6949 1.5541
C 2.5300 -5.8332 -4.2789
C -0.4949 4.1230 -5.1378
N 1.4174 -6.5381 -4.5807
C -1.9288 3.6391 -0.1463
H 0.5403 6.9204 5.6306
H -5.5576 2.6825 0.6902
H -3.1649 -2.7055 -2.8158
H -1.9625 -3.8846 -2.0202
H 1.2466 4.1493 -6.4302
C 3.5466 5.2463 5.7344
C -3.0989 2.0402 4.3670
H 4.1857 -4.9884 -4.8898
H -3.8919 -4.8403 1.6833
H -2.6496 -5.3104 0.5320
H -4.4121 1.6202 -1.1285
C 3.6535 -4.3771 -2.7442
C -2.4981 2.5427 -0.8260
H -1.0052 4.9450 -5.6970
C 5.3795 0.7430 2.2606
H -2.6150 -1.2809 -0.1278
O -0.7628 0.6032 -1.3837
H 5.9910 -0.6415 -0.9699
N 2.8416 -5.5225 -3.0294
C -2.1369 0.6041 6.0727
H 3.0861 7.1706 6.3865
H 2.5472 -6.2857 -2.4007
C 5.9688 0.0100 3.2598
C -3.8198 2.3187 -0.5919
H -2.2884 0.0275 6.9833
C 2.6501 6.2813 5.9134
C -0.8988 0.8495 5.4916
H 2.4209 2.3947 -4.9060
C -3.2484 -0.7797 -4.8550
H -5.0163 -0.4850 -6.0276
C -2.7900 -2.1400 0.5113
H 3.8808 3.2895 4.9788
Se -0.9594 -2.6233 0.9940
C 4.1277 1.2814 2.4190
H -6.1525 -2.4779 -1.6373
C 0.8103 2.2883 -3.5228
C 4.4440 -2.7924 -0.8683
H -1.6349 2.7961 2.7948
C 1.9166 4.0456 4.4045
H -3.5573 -4.4806 -2.8224
H -1.2061 -4.6109 2.7890
Pr 0.5123 0.1961 0.5177
H 4.5005 5.3401 6.2760
C -2.6247 4.3955 0.7973
P -1.5684 1.6823 -2.1095
Sb 1.3923 2.0755 3.7685
O 2.1374 -1.5332 0.2139
C 0.7561 3.7159 -5.5427
H 3.6306 1.4968 1.4962
H -2.0869 5.2456 1.1206
H 3.2767 -4.6441 -0.6935
C -0.7471 1.7031 4.3525
C -2.7211 0.9306 -3.2586
H 5.5515 -0.8044 5.2148
H 3.3964 0.2215 5.5517
C 1.0437 5.0753 4.7043
C -3.9279 4.0199 1.1545
H -0.3712 -2.9986 3.3656
C -1.1936 3.5321 -4.0803
C 4.0415 -1.3608 -1.2345
H -4.1945 1.2421 6.0557
C -3.0355 -3.6692 -2.2642
H -3.9369 2.7015 -3.3745
H -3.1970 -1.8240 1.4805
H 4.5278 -2.8519 0.2643
H 3.3971 -5.7611 -6.1893
C -4.4182 -0.0933 -5.2323
H 0.0130 0.4373 5.9870
H -2.0739 -3.0889 3.1210
C -0.4848 2.6971 -3.1933
C 3.3950 1.1786 3.5643
C -3.8084 1.6792 -3.6743
H 5.8037 0.8779 1.2690
H -2.2497 3.8019 -3.8847
H -4.2840 -5.8866 0.2052
H -4.0492 2.4543 3.9154
H 1.3013 1.5182 -2.9423
C 5.1867 -0.1744 4.4239
N 3.2963 -5.3151 -5.2692
C 3.3708 -3.7826 -1.3598
H 5.1133 0.3501 -1.7915
C -3.6579 -5.0184 0.6398
H 1.2259 -6.6295 -5.5725
H -0.9619 4.0274 -0.3324
C 1.3466 6.1882 5.4936
H -6.5036 -3.7517 -0.5664
H -4.4729 4.5505 1.9209
H -3.0921 -1.8190 -5.2209
O 2.3714 0.3285 -0.9645
C 2.7867 -0.7971 -0.6030
C 3.9514 0.4201 4.6464
```

Here are the Mulliken charges for atoms 1 to 5, given in e: C -0.845; Ge 0.604; H 0.481; C -0.038; C -1.235


No. 4
Below is C47H59NO2SbSi4Ti as an isolated structure, with properties calculated with ωB97M-V/def2-TZVPD.

Its multiplicity is 3. The expectation value of S² is 2.034. Its molar mass is 951.96 Da. Its LUMO energy (spin up / spin down) is 2.443 / 2.443 eV. The value obtained for the frontier orbital gap (spin up / spin down) is 5.27 / 6.86 eV. The value obtained for the energy above the lowest of the compared OMol25 structures with the same formula, charge and spin is 0.0 kcal/mol. As for the net charge: -1.

```
115
C47H59NO2SbSi4Ti, DFT ωB97M-V/def2-TZVPD
C -0.0648 0.3687 -4.3143
H -6.4484 -3.2311 1.2396
H -4.6232 1.3086 2.3655
Sb 0.1181 -2.8154 0.0394
H 0.8147 0.7241 -4.8611
C -3.7255 0.0139 -1.6086
C -4.9638 0.6271 -1.8356
C -3.6265 -1.0182 2.6023
H -4.1568 -1.7660 4.5434
C -4.3726 -1.7906 3.4813
H -4.5266 5.5094 1.5905
H -1.9574 -4.6768 3.6636
C -3.4406 1.8723 0.6568
H -5.9690 -3.2190 3.6704
H -2.1314 -3.1417 2.7943
H 2.4177 -2.2237 -2.7240
H -2.5658 -4.6445 2.0027
C 1.5417 -0.6822 5.3233
H -0.4643 -0.3247 4.6563
H -0.9983 0.3116 2.6339
H 3.5106 -5.7981 -1.2134
H 0.4207 5.1978 -4.2209
Si -0.1045 -4.3873 2.0572
H -5.2909 3.5868 2.9527
H -5.4284 1.1957 -1.0369
H -3.3458 -1.3455 -4.7173
C -4.9129 -1.8083 0.7693
H -2.8434 -0.3905 3.0187
H 4.2700 -0.3651 3.3728
H -1.4680 -6.5792 -0.8091
H -3.6663 -4.4963 -1.9924
H 3.7964 -3.3316 -2.7080
H -6.5715 1.0261 -3.1985
H -0.9509 0.7061 -4.8647
C -5.0426 -0.1818 -4.1015
H 4.3926 0.8945 -2.1482
H 0.5886 6.0408 -1.8783
C -3.8680 -0.9972 1.2220
H 1.2140 -2.7668 3.4375
H 2.1814 -3.9226 -3.1361
H -0.1391 -6.7096 2.7385
H 3.0008 -5.7853 0.4761
C 2.7055 0.1620 -1.0407
C 0.1753 -6.2240 1.8085
C -3.8140 -0.7956 -3.9082
H -1.5383 -6.4276 -2.5661
C -4.6504 3.4242 2.0930
H -0.4052 -6.6530 0.9923
H -3.3250 -4.4902 -0.2525
C 3.7694 -2.9040 0.3967
Si -1.2642 -4.2258 -1.6016
C -0.0656 0.8370 -2.8951
C 0.3405 4.0897 -1.0212
C 2.7635 0.3991 1.3217
H 1.2398 -0.9693 6.3226
C 0.5874 -0.3224 4.3885
H 1.2229 -6.4649 1.6415
C 2.8777 -0.6871 4.9556
Si -2.8176 0.1471 0.0845
H 5.5412 1.7565 -0.1046
Si 2.4449 -3.6619 -0.6841
H 0.3821 4.4297 0.0069
H 0.8681 -4.2571 4.3255
H 1.8220 -6.1122 -0.7944
H 3.4844 -2.9299 1.4517
C 2.0342 0.0070 0.1865
H -1.8008 -3.5686 -3.9228
H 4.6954 -3.4764 0.2784
C -3.4193 4.2716 0.2216
C -5.6162 0.5337 -3.0579
H -5.5451 -0.2507 -5.0592
C 0.1774 3.1653 -3.6110
H -2.1937 -1.1427 -2.5622
H -0.1421 -4.1821 -3.8160
H 2.2271 -0.1846 -1.9487
C -1.0134 -6.0839 -1.6685
C 1.1417 -3.8505 3.3470
H 0.0246 -6.4059 -1.7452
C -3.1704 -0.6898 -2.6805
H 0.0044 1.2590 1.7567
H -0.0612 -0.7200 -4.3291
C 2.6971 -5.5176 -0.5370
H -3.0773 5.0985 -0.3897
H 3.9617 -1.8650 0.1353
H -0.5124 -2.5388 -3.2847
C -5.3883 -2.6027 2.9950
H -5.1626 -1.8098 -0.2858
C 2.2901 0.0599 2.7023
C -4.2280 4.5010 1.3292
C 4.5932 1.2372 -0.0315
C -1.8480 -4.1891 2.6899
C -5.6531 -2.6083 1.6332
H -2.4093 2.8308 -0.9729
N -0.0982 0.3333 2.1739
C -3.0749 -4.0173 -1.2051
C -0.8900 -3.5613 -3.3170
H 0.1007 2.8181 -4.6324
O -0.1646 -0.1280 -1.9745
Ti -0.1003 0.0396 -0.1350
C 0.4473 4.9852 -2.0756
C 3.9437 0.7724 -1.1688
C 0.9448 0.0380 3.0915
C 0.3571 4.5138 -3.3835
H 4.5173 1.3832 2.0959
O -0.0221 1.9520 -0.1510
C 4.0090 1.0273 1.2068
H -3.3762 -2.9739 -1.1427
C -3.0358 2.9795 -0.1009
C 0.0842 2.2128 -2.5613
C 3.2284 -0.3229 3.6643
H 2.1364 -4.2259 3.0932
C 2.7293 -3.2388 -2.4839
C 0.1530 2.7258 -1.2210
C -4.2621 2.1296 1.7565
H 3.6437 -0.9849 5.6600
```

Here are the Mulliken charges for atoms 1 to 5, given in e: C -2.575; H 0.395; H 0.361; Sb -2.924; H 0.457